The following is a DFT calculation (the ωB97M-V functional and the def2-TZVPD basis) of a structure of composition C77H108F6HfN10O23S2.

Net charge ... 0
LUMO level ... -1.45 eV
Spin multiplicity ... 1
Kohn-Sham gap ... 5.5 eV
HOMO energy ... -6.9 eV

```
227
Properties=species:S:1:pos:R:3:mulliken_charge:R:1
C -1.230 4.570 -3.774 -0.30
H -2.137 1.954 0.691 -0.04
C -1.588 6.616 2.550 -0.55
H 0.920 -4.852 -0.747 -0.55
C -3.111 0.126 -2.107 -1.03
O -5.208 -6.057 2.631 -0.74
H 0.680 -0.528 4.462 -0.34
H 0.715 1.471 1.284 -0.29
H -8.191 -0.455 -3.068 0.40
C 2.234 3.700 5.171 -0.15
C 0.136 -2.493 5.397 1.85
O 0.993 5.274 -1.281 -0.08
C 3.880 5.781 6.165 -0.57
H -3.764 -0.513 -1.512 -0.33
H 4.688 0.338 -3.571 0.83
H -2.381 0.846 4.910 0.92
C -2.236 -4.369 -2.447 1.28
H 1.089 -3.970 1.477 -0.90
H -5.076 1.002 3.782 0.44
H -4.392 -4.489 -1.751 0.16
O -6.681 -3.310 -0.597 -0.60
H -6.304 1.878 -3.418 0.31
H 4.482 6.603 6.523 0.41
C 1.270 -4.623 2.330 -1.26
H -1.377 3.387 -5.568 0.63
F -8.324 -1.863 1.422 -0.20
O -0.830 -2.794 3.068 0.04
H -0.639 0.530 1.624 -1.16
C 0.658 6.974 3.316 -0.53
H 3.472 -2.811 2.807 0.67
C 2.258 -3.798 5.971 -0.75
C 3.815 -3.009 -3.122 0.35
S -5.933 -2.888 0.603 0.54
N -1.664 -5.231 -1.322 0.46
C -3.300 3.531 -4.515 -0.87
C 2.343 -1.621 -6.075 -0.18
H -1.139 -2.537 -2.170 -0.09
H -6.945 -1.553 -2.346 0.10
O 0.206 2.550 5.135 -0.63
O -0.231 9.143 4.759 -0.59
Hf -2.774 -3.199 1.635 1.60
O -7.208 -5.270 1.447 -0.53
H 0.887 -5.000 -2.446 -0.08
H -1.368 -6.696 -4.914 0.52
C 3.849 2.259 -3.210 0.62
H -3.242 -6.101 -3.495 0.34
H -0.505 -6.816 0.556 0.16
H 5.071 1.161 3.903 0.37
H 2.661 -1.883 3.930 0.22
O -2.212 9.064 3.818 -0.59
C 0.867 -3.413 6.420 -1.38
S -5.782 -5.372 1.488 0.91
C 3.104 7.539 0.480 -0.36
C 2.177 -4.569 4.627 -1.34
C -5.400 -6.530 0.043 0.75
H 2.792 -2.853 5.876 0.24
H 3.766 3.702 3.550 0.77
C -1.284 -3.292 -2.943 -0.66
H -1.801 4.916 1.193 0.55
N 7.077 -3.326 -4.943 1.06
O -3.330 6.251 -0.576 -0.64
H -1.334 5.843 -1.988 0.71
C 4.997 1.154 1.848 0.39
F -5.783 -7.772 0.351 -0.22
H 5.381 4.486 0.737 0.51
H 2.745 -3.065 -3.262 0.33
C 0.252 0.229 -5.699 -0.33
H 3.645 0.269 3.174 -0.41
C -0.505 -7.329 -0.406 -1.86
O -1.959 -1.475 0.137 4.14
H -0.014 2.739 -0.779 -0.80
C -1.190 5.455 1.902 -0.72
F -4.101 -6.503 -0.241 -0.29
H 3.826 0.375 0.241 -0.23
H -3.222 2.439 -0.603 0.02
H -6.517 -0.428 -3.592 0.36
C -4.461 1.066 2.884 -1.08
H 0.341 -4.332 6.678 0.45
H -0.761 -1.465 -4.773 0.32
N 1.345 2.647 4.695 1.01
H 0.731 -2.178 0.464 -1.11
C -2.515 -5.310 -3.677 -1.18
C -1.215 -6.130 -3.995 -0.27
H 5.512 0.629 -0.246 0.49
H 4.639 8.583 1.467 0.41
H 3.020 0.456 -3.982 -0.90
C -2.051 0.646 -1.190 2.82
H 1.376 1.590 -6.780 0.35
H -1.469 -7.863 -2.772 0.39
C -1.214 1.578 -2.069 0.19
C 6.134 -3.075 -3.890 -0.44
H 0.913 -3.097 -5.308 0.56
H -1.764 2.492 -2.290 -1.38
O 1.726 1.943 3.787 -0.23
N -3.963 5.499 -1.367 1.14
O -6.675 0.336 -0.618 -0.58
C 3.482 5.297 -0.148 0.01
H 6.044 6.420 1.843 0.58
H -1.324 -2.304 7.039 0.50
C 0.159 1.981 -1.543 1.40
H 0.295 -8.052 -0.565 0.44
H 2.091 3.264 -3.730 -0.50
C -7.187 -2.300 2.018 0.87
C -3.301 0.126 3.097 0.43
H 3.093 -2.359 -6.314 0.68
H -5.880 2.490 -1.766 0.07
C 0.967 0.661 -1.252 -0.22
H 3.556 -2.738 -1.042 0.37
H -4.997 4.132 -3.367 0.65
H 2.469 8.412 0.471 0.53
C 0.117 5.053 1.994 -0.38
C -2.134 0.678 3.862 -0.46
H -1.051 1.159 -3.062 -0.32
H -7.474 2.626 -2.209 0.46
C 5.635 -2.645 -1.583 -0.69
C -0.760 -7.042 -2.886 -1.42
H 5.331 -0.408 3.186 0.51
H 1.207 0.154 -2.187 0.29
H -1.807 -2.926 -3.826 0.65
H 5.240 -0.706 0.743 0.08
H 0.520 4.197 1.474 1.06
O -1.690 -4.640 -0.015 0.10
H 4.292 -3.558 -5.067 0.49
H -5.068 0.785 2.023 0.09
H 2.804 -4.357 6.731 0.46
H 2.883 2.628 -5.163 -0.09
O 3.918 1.421 -7.156 -0.63
H 2.478 5.905 7.789 0.44
C 0.364 0.442 1.206 1.03
H 2.145 -5.207 2.043 0.54
O 8.263 -3.180 -4.729 -0.63
C -3.663 -3.761 -2.104 -1.83
C -6.803 0.600 -1.823 0.74
C 4.712 0.487 3.125 -0.51
H 0.888 -0.210 1.905 -1.01
H 1.690 -5.540 4.542 0.43
F -7.430 -3.223 2.975 -0.17
H 3.580 4.035 -4.428 0.48
O 4.406 2.762 -2.264 -0.57
H -2.703 -0.522 -2.883 -0.25
H -0.353 -5.528 -4.282 -0.15
H -3.636 -3.023 -1.303 -0.23
C 4.280 -2.775 -1.842 -0.32
C -6.618 1.973 -2.379 -0.78
H -0.187 4.738 -3.998 0.40
N -1.085 8.635 4.022 0.98
H 0.976 4.024 6.810 0.49
O 6.639 -3.706 -6.023 -0.60
C -2.732 1.581 -0.143 -0.18
C 1.105 -2.073 -5.592 -0.85
C 1.528 -3.661 3.562 1.86
N 3.867 0.273 -6.829 1.27
C 1.055 5.812 2.659 -0.07
C 0.652 -1.071 5.406 -1.55
C 0.102 -1.123 -5.326 -0.29
H 0.863 -2.020 -1.287 0.16
H -2.593 6.970 2.370 0.51
C -7.162 -0.553 -2.722 -1.08
H -0.664 0.792 -5.602 0.54
C 2.570 -0.243 -6.357 -0.65
H 1.820 1.114 -0.747 -0.26
C 1.406 0.606 -6.337 -0.18
H 2.019 -2.071 2.240 -0.64
C 3.742 0.751 -3.220 1.16
N 1.400 6.332 -0.826 0.84
H 3.168 4.401 -0.663 0.40
H -4.165 2.100 2.708 0.33
C 4.713 5.323 0.599 -0.42
H 0.741 2.559 -2.262 -1.36
C 2.453 -2.568 3.108 -0.71
H 1.636 -6.345 -1.584 0.60
H 0.962 -2.851 7.348 0.50
H -3.697 0.888 -2.622 0.03
H 3.177 -4.734 4.227 0.44
C 4.864 0.302 0.567 -0.14
C 4.195 5.199 4.986 -0.55
C 3.062 3.104 -4.199 -0.06
C -1.293 -2.456 5.960 -1.83
C 0.994 -1.493 -0.342 -0.15
H -1.477 -7.818 -0.471 0.42
C -3.923 4.205 -3.459 -0.40
C 0.230 -0.185 -0.197 2.68
O 0.728 7.384 -0.960 -0.68
O -5.126 5.229 -1.216 -0.61
C -3.223 4.960 -2.494 -0.34
H -4.007 -3.158 -2.945 0.55
C 2.646 6.382 -0.131 -0.32
H 0.017 -0.543 6.117 0.57
H 2.126 5.682 2.613 0.25
N -4.787 -4.080 1.261 -0.55
F -6.139 -6.088 -0.998 -0.23
C 5.139 6.459 1.254 -0.72
O -3.353 -1.035 2.714 -0.36
H 2.061 -1.332 -0.188 -0.12
N 0.201 -3.173 4.034 -0.53
H 1.640 -1.037 5.865 0.58
H 3.429 0.357 -2.253 -0.84
H -3.452 1.033 0.464 -0.90
O 5.442 2.281 1.707 -0.59
C -1.947 3.734 -4.719 -0.33
H -1.845 -1.592 5.592 0.01
H -1.776 1.587 3.379 0.19
C 3.439 4.099 4.499 -0.20
F -6.677 -1.246 2.616 -0.11
H 7.615 -2.823 -2.348 0.49
C -1.844 5.190 -2.681 -0.47
H 0.444 -5.325 2.442 0.54
O -4.880 -1.905 0.406 -1.03
C -0.525 -6.242 -1.535 1.45
C 0.842 -5.599 -1.537 -0.69
H 1.441 7.576 3.752 0.52
H -1.877 -3.356 5.766 0.42
H -3.809 2.927 -5.253 0.44
C 4.740 -3.203 -4.150 -0.23
C 6.564 -2.859 -2.594 -0.59
H 4.970 5.648 4.383 0.41
H 0.106 -7.591 -3.256 0.49
C 2.697 5.423 6.848 -0.68
H 5.936 -2.581 -0.548 0.47
H -1.341 -0.070 3.867 -0.61
C -0.644 7.410 3.270 -0.53
C 4.334 7.606 1.122 -0.69
N -1.188 -0.451 -0.585 -0.19
O 4.804 -0.558 -6.910 -0.64
H -0.327 -3.618 -3.350 -0.23
C 1.909 4.358 6.380 -0.55
H -2.865 -4.797 -4.572 0.50
```

The following is a DFT calculation (the ωB97M-V functional and the def2-TZVPD basis) of a structure of composition C13H21AsBrF6N3PdSSbSe.

Net charge ... +2
LUMO level (alpha / beta) ... -9.44 / -8.84 eV
Spin multiplicity ... 2
Kohn-Sham gap (alpha / beta) ... 5.7 / 6.4 eV
Relative energy (zero: lowest compared OMol25 entry of this formula, charge and spin) ... 24.3 kcal per mole
HOMO energy (alpha / beta) ... -15.2 / -15.3 eV
Expectation value of S² ... 0.810

```
49
Properties=species:S:1:pos:R:3:mulliken_charge:R:1
H 0.713 0.368 2.733 0.19
H 2.063 1.462 0.193 0.43
H 0.852 1.590 4.017 0.31
C -0.637 -3.806 1.528 -1.01
H 2.108 -3.525 3.070 0.38
F -0.060 -3.275 -3.778 -0.50
H 3.217 3.365 -0.900 0.50
C 0.430 3.140 -2.814 -0.83
H 0.348 3.874 3.289 0.47
H -0.699 -3.246 2.458 0.33
C 1.509 -4.533 -0.782 -0.90
F -1.925 -1.086 -4.596 -0.48
F -2.658 -3.370 -3.002 -0.48
C 1.653 3.621 -2.365 0.08
C -1.157 3.985 1.665 -0.41
H -1.095 1.674 -2.470 0.54
As 1.104 -3.483 0.774 0.80
C 2.346 -4.030 2.137 -1.07
H -3.818 3.249 0.463 0.32
Sb -1.342 -2.084 -3.156 2.40
F 0.152 -0.857 -2.846 -0.64
H 1.155 -4.049 -1.687 0.22
H -0.054 3.567 -3.681 0.51
H -1.424 -3.516 0.842 0.28
C -1.406 1.795 1.549 -0.21
C 2.258 3.024 -1.266 -0.83
Br 2.482 5.053 -3.233 -0.05
H 2.273 -5.109 2.272 0.40
C 1.616 1.968 -0.654 -0.44
F -0.825 -2.655 -1.295 -0.49
Se -2.024 0.093 1.062 -0.09
Pd -0.356 -0.480 -0.590 1.08
N -0.505 2.067 2.512 0.24
N 0.426 1.520 -1.069 0.55
H 1.020 -5.499 -0.661 0.41
S 1.535 -1.351 0.568 -0.46
H -2.849 2.282 -0.656 0.27
C -0.149 2.086 -2.139 -0.15
C 0.165 1.073 3.354 -0.68
H -0.700 -4.874 1.734 0.44
H 2.589 -4.661 -0.815 0.39
N -1.811 2.969 1.030 0.34
C -0.332 3.419 2.589 -0.39
F -2.204 -0.734 -2.019 -0.59
H -1.319 5.022 1.423 0.52
H 3.359 -3.771 1.833 0.41
C -2.838 3.146 0.001 -0.81
H -0.571 0.537 3.947 0.35
H -2.615 4.043 -0.570 0.35
```

The following is a DFT calculation (the ωB97M-V functional and the def2-TZVPD basis) of a structure of composition C25H36CoN7.

Net charge ... +3
LUMO level (alpha / beta) ... -9.98 / -8.85 eV
Spin multiplicity ... 2
Kohn-Sham gap (alpha / beta) ... 7.8 / 8.9 eV
HOMO energy (alpha / beta) ... -17.8 / -17.8 eV
Expectation value of S² ... 0.765

```
69
Properties=species:S:1:pos:R:3:mulliken_charge:R:1
H 4.558 0.875 -1.641 0.63
H 5.351 -2.819 1.081 0.46
C 3.803 1.042 -0.869 -1.55
H -3.873 -0.003 -0.553 0.44
Co 0.372 0.161 -0.232 0.97
H 5.581 -0.504 0.226 0.50
C -3.712 -2.601 0.083 -1.34
C -0.569 0.204 -4.660 -0.95
H -1.054 1.967 -5.799 0.47
H 0.851 3.663 -1.814 0.59
C -2.878 -1.633 2.261 -1.43
C -2.292 -3.097 -0.209 0.12
H 3.020 2.740 -1.884 0.25
H -3.417 -2.382 2.843 0.56
C 2.188 -2.137 0.146 -0.36
H 1.608 4.417 2.609 0.54
H -0.670 -2.552 -1.297 0.24
C -0.397 2.420 -3.803 -1.00
C 1.846 2.758 0.510 -1.07
H -0.749 -0.498 -5.462 0.48
H 2.348 1.202 -2.416 0.50
H -0.399 -0.501 2.399 0.33
H 1.218 -2.603 0.039 0.60
H 0.039 -1.308 -3.290 0.58
C 3.508 -0.302 -0.261 0.82
H -0.391 2.964 -0.779 0.51
H -1.854 1.025 2.366 0.34
H -4.758 -1.178 1.323 0.31
C -1.552 -3.393 1.089 -1.46
H -1.895 2.566 4.241 0.51
H -2.061 -1.970 -1.879 0.31
C 0.443 2.719 -1.439 -0.98
H 2.094 3.786 0.227 0.53
C 4.491 -2.284 0.701 -0.47
H -0.411 3.494 -3.932 0.53
N 0.041 0.554 -2.370 0.50
H -4.264 -3.412 0.560 0.47
H -3.189 0.641 0.805 0.44
N 1.470 1.979 -0.674 1.26
C -0.127 3.624 3.590 -0.55
C -1.459 -2.192 2.036 0.14
N -0.418 -1.163 1.627 -0.41
H -1.126 -2.577 3.004 0.57
H -2.089 -4.189 1.606 0.53
C -3.735 -1.392 1.014 0.27
H 0.466 -1.662 1.716 0.29
H -4.239 -2.377 -0.850 0.40
H -0.100 4.312 4.424 0.48
C 4.617 -0.995 0.233 -1.01
H 4.300 1.665 -0.124 0.53
H -2.313 -0.464 -0.131 -0.74
H 2.733 2.320 0.967 0.46
H -0.555 -3.788 0.877 0.44
H 3.092 -3.914 0.916 0.52
N -0.152 1.794 1.460 0.33
C 0.825 3.669 2.592 -1.31
C 0.778 2.746 1.553 0.45
N 2.283 -0.846 -0.240 0.45
H -2.839 -0.742 2.892 0.49
C 3.239 -2.885 0.619 -1.07
C 2.654 1.767 -1.539 -1.01
N -1.541 -2.106 -1.016 -0.49
H -2.382 -4.032 -0.769 0.45
N -3.246 -0.198 0.230 0.38
C -1.118 2.653 3.495 -1.42
C -0.016 1.874 -2.587 0.54
C -0.164 -0.254 -3.421 -0.50
C -0.723 1.571 -4.849 -0.52
C -1.087 1.783 2.429 0.12
```

The following is a DFT calculation (the ωB97M-V functional and the def2-TZVPD basis) of a cluster of 2 separate species, C3HNO2S in total.

Net charge ... 0
LUMO level (alpha / beta) ... -2.17 / -3.29 eV
Spin multiplicity ... 1
Kohn-Sham gap (alpha / beta) ... 7.9 / 6.1 eV
Relative energy (zero: lowest compared OMol25 entry of this formula, charge and spin) ... 79.4 kcal per mole
HOMO energy (alpha / beta) ... -10.0 / -9.4 eV

```
8
Properties=species:S:1:pos:R:3:mulliken_charge:R:1
O -1.556 -1.440 -0.024 -0.19
O -1.075 1.937 -1.059 -0.49
C -1.328 -0.370 -0.341 0.58
C -1.118 0.997 -0.291 -0.24
H -0.880 0.952 0.714 0.48
C 2.058 -0.822 0.372 0.38
S 1.582 0.598 -0.280 -0.14
N 2.317 -1.854 0.910 -0.39
```

The following is a DFT calculation (the ωB97M-V functional and the def2-TZVPD basis) of a cluster of 2 separate species, C5H12S in total.

Net charge ... -1
LUMO level (alpha / beta) ... 3.55 / 3.43 eV
Spin multiplicity ... 2
Kohn-Sham gap (alpha / beta) ... 2.5 / 8.2 eV
Relative energy (zero: lowest compared OMol25 entry of this formula, charge and spin) ... 13.8 kcal per mole
HOMO energy (alpha / beta) ... 1.1 / -4.7 eV
Expectation value of S² ... 0.751

```
18
Properties=species:S:1:pos:R:3:mulliken_charge:R:1
C -1.709 -2.289 -0.634 -1.66
C 1.803 1.574 0.628 0.03
H -2.628 -2.277 -1.216 0.40
S -0.558 -1.745 -1.991 -0.45
H -1.464 -3.344 -0.503 0.72
C 1.621 2.019 -0.815 -1.19
H 2.699 1.032 0.907 0.42
C -1.712 -1.330 0.559 -0.91
H 0.567 2.303 -0.893 0.34
C 0.960 1.930 1.589 -0.96
H 0.308 2.792 1.617 0.28
H -1.785 -1.988 1.445 0.35
H 2.202 2.928 -1.057 0.38
H 0.324 -2.841 -1.862 0.29
H 1.039 1.470 2.571 0.28
H -0.842 -0.670 0.632 0.11
H 1.845 1.249 -1.567 0.27
H -2.670 -0.812 0.590 0.31
```

The following is a DFT calculation (the ωB97M-V functional and the def2-TZVPD basis) of a cluster of 2 separate species, CH3NO2S in total.

Net charge ... 0
LUMO level (alpha / beta) ... -1.34 / -1.83 eV
Spin multiplicity ... 1
Kohn-Sham gap (alpha / beta) ... 8.1 / 7.2 eV
Relative energy (zero: lowest compared OMol25 entry of this formula, charge and spin) ... 107.3 kcal per mole
HOMO energy (alpha / beta) ... -9.4 / -9.0 eV

```
8
Properties=species:S:1:pos:R:3:mulliken_charge:R:1
C -1.596 -0.090 -0.135 -0.65
S -0.336 -1.230 -0.762 -0.08
H -1.047 0.786 -0.099 0.23
H -2.062 -0.358 0.885 0.25
O 2.262 1.238 -0.190 -0.37
H -2.366 0.009 -0.902 0.28
N 2.223 0.167 0.286 0.74
O 2.922 -0.522 0.918 -0.39
```

For each record above, in turn, the calculated electronic energy values are -6719.58088, -9248.52977, -2739.42112, -718.19242, -595.78445, -643.14321 hartree.